1.
Formula: C14H22N4O2S2
Source: the OMol25 dataset
Level of theory: ωB97M-V/def2-TZVPD

## Properties
energy above the lowest of the compared OMol25 structures with the same formula, charge and spin = 2.8 kcal per mole
HOMO energy = -8.54 eV
E = -1712.58643 Ha
Kohn-Sham gap = 9.05 eV

CARTESIAN COORDINATES (ANGSTROEM)
C  4.29  0.86  3.22
H  3.40  0.26  3.37
H  4.19  1.77  3.81
C  4.46  1.20  1.75
H  3.59  1.79  1.42
C  4.62  -0.06  0.90
C  4.76  0.22  -0.61
C  3.50  -0.01  -1.40
O  3.45  -0.62  -2.44
N  2.36  0.54  -0.86
C  1.15  0.41  -1.46
N  0.06  0.92  -0.99
N  -1.01  0.66  -1.75
C  -0.74  -0.05  -2.81
S  -1.89  -0.56  -3.98
C  -3.42  0.25  -3.40
H  -4.07  0.27  -4.27
H  -3.15  1.26  -3.09
C  -4.10  -0.54  -2.28
O  -5.04  -1.28  -2.50
N  -3.56  -0.32  -1.08
H  -2.72  0.25  -1.02
C  -3.97  -1.01  0.13
C  -2.82  -1.84  0.69
H  -2.26  -2.35  -0.10
H  -3.22  -2.60  1.36
C  -1.95  -0.84  1.48
H  -1.58  -1.29  2.40
H  -1.09  -0.53  0.89
C  -2.86  0.37  1.76
H  -2.88  0.62  2.83
H  -2.48  1.25  1.23
C  -4.25  -0.01  1.25
H  -4.81  0.85  0.90
H  -4.82  -0.50  2.03
H  -4.84  -1.61  -0.14
S  0.96  -0.47  -2.96
H  2.39  1.06  0.01
H  5.52  -0.42  -1.05
H  5.07  1.26  -0.76
H  5.51  -0.58  1.24
H  3.77  -0.73  1.08
H  5.34  1.83  1.62
H  5.15  0.31  3.59

2.
Formula: C14H22NO3ReS2Si
Source: the OMol25 dataset
Level of theory: ωB97M-V/def2-TZVPD

## Properties
energy above the lowest of the compared OMol25 structures with the same formula, charge and spin = 11.2 kcal per mole
HOMO energy (spin up / spin down) = -11.78 / -11.80 eV
E = -1991.06987 Ha
2S+1 = 4
charge = +1
Kohn-Sham gap (spin up / spin down) = 7.54 / 7.26 eV

CARTESIAN COORDINATES (ANGSTROEM)
Re  0.24  0.27  1.05
C  3.59  -0.09  2.34
Si  2.70  0.16  0.73
C  3.29  1.73  -0.10
C  2.94  -1.31  -0.40
H  4.66  -0.21  2.13
H  3.25  -0.98  2.87
H  3.47  0.76  3.01
H  4.36  1.82  0.07
H  2.81  2.62  0.29
H  3.14  1.69  -1.18
H  3.91  -1.21  -0.90
H  2.17  -1.37  -1.18
H  2.94  -2.25  0.15
O  -3.57  -2.32  -1.99
C  -2.79  -2.66  -0.97
C  -3.14  -3.79  -0.22
C  -2.38  -4.19  0.85
C  -1.23  -3.48  1.22
C  -0.89  -2.37  0.49
C  -1.65  -1.92  -0.61
C  -1.28  -0.71  -1.37
O  -1.89  -0.32  -2.35
O  -0.24  -0.04  -0.90
H  -3.18  -1.53  -2.43
H  -4.03  -4.33  -0.52
H  -2.66  -5.07  1.41
H  -0.63  -3.80  2.06
H  0.06  -1.89  0.77
C  0.31  0.04  3.13
H  0.87  0.81  3.67
H  0.71  -0.93  3.44
H  -0.73  0.09  3.50
S  -0.10  2.57  1.21
C  -0.80  3.09  -0.30
N  -0.65  2.55  -1.47
C  -1.31  3.19  -2.61
C  -2.30  4.20  -2.03
S  -1.77  4.51  -0.30
H  -0.22  1.63  -1.57
H  -1.83  2.43  -3.19
H  -0.55  3.67  -3.23
H  -3.31  3.80  -1.99
H  -2.30  5.14  -2.57

3.
Formula: C14H22NO5
Source: the OMol25 dataset
Level of theory: ωB97M-V/def2-TZVPD

## Properties
HOMO energy (spin up / spin down) = -7.62 / -9.19 eV
E = -977.55876 Ha
2S+1 = 2
Kohn-Sham gap (spin up / spin down) = 8.36 / 9.40 eV

CARTESIAN COORDINATES (ANGSTROEM)
C  0.05  -4.03  2.11
C  -0.05  -4.53  0.68
C  -0.03  -3.28  -0.18
O  0.06  -3.23  -1.40
N  -0.15  -2.20  0.66
C  -0.19  -2.51  2.07
C  0.05  -0.83  0.13
C  -0.84  0.14  0.93
C  -1.30  1.32  0.10
C  -1.78  2.53  0.93
O  -2.44  3.49  0.10
C  -3.50  3.00  -0.73
C  -3.05  1.79  -1.53
O  -2.40  0.84  -0.70
H  -0.69  -4.50  2.76
H  1.05  -4.22  2.52
H  0.79  -5.19  0.40
H  -0.99  -5.07  0.50
H  -1.18  -2.25  2.47
H  0.55  -1.95  2.66
H  -0.35  -0.89  -0.89
H  -1.73  -0.43  1.25
H  -0.29  0.47  1.83
H  -0.49  1.65  -0.57
H  -2.46  2.19  1.75
H  -0.92  3.07  1.35
H  -4.38  2.75  -0.11
H  -3.73  3.85  -1.38
H  -3.92  1.28  -1.96
H  -2.37  2.11  -2.34
C  4.06  2.30  -2.67
C  3.54  2.04  -1.30
O  3.89  2.58  -0.26
O  2.57  1.07  -1.31
C  2.06  0.80  -0.09
C  1.53  -0.54  0.09
H  3.23  2.31  -3.39
H  4.57  3.27  -2.65
H  4.78  1.52  -2.95
H  2.60  1.29  0.71
H  1.93  -0.75  1.10
H  1.94  -1.24  -0.67

4.
Formula: C14H22O
Source: the OMol25 dataset
Level of theory: ωB97M-V/def2-TZVPD

## Properties
energy above the lowest of the compared OMol25 structures with the same formula, charge and spin = 64.3 kcal per mole
HOMO energy = -8.92 eV
E = -621.79379 Ha
Kohn-Sham gap = 9.88 eV

CARTESIAN COORDINATES (ANGSTROEM)
C  1.87  0.44  0.32
C  1.61  -0.58  0.89
O  1.01  -2.91  0.75
C  0.88  5.48  -3.23
C  2.21  1.71  -0.27
C  1.23  -1.82  1.62
C  0.60  4.00  -2.90
C  1.16  2.15  -1.27
C  1.43  3.60  -1.68
C  -2.88  -3.51  1.74
C  -1.71  -4.37  2.22
C  -2.45  -2.73  0.52
C  -0.53  -3.52  2.66
C  -1.23  -1.83  0.80
C  -0.14  -2.57  1.53
H  0.32  5.78  -4.08
H  0.63  6.15  -2.37
H  1.92  5.70  -3.45
H  2.33  2.45  0.52
H  3.19  1.57  -0.72
H  1.85  -2.00  2.48
H  0.88  3.39  -3.76
H  -0.46  3.85  -2.73
H  0.14  2.07  -0.89
H  1.22  1.52  -2.14
H  1.20  4.26  -0.83
H  2.49  3.71  -1.89
H  -3.73  -4.16  1.54
H  -3.24  -2.82  2.54
H  -1.37  -5.03  1.49
H  -2.06  -4.99  3.07
H  -3.29  -2.12  0.16
H  -2.16  -3.42  -0.30
H  0.31  -4.15  2.96
H  -0.81  -2.89  3.52
H  -1.52  -0.93  1.34
H  -0.91  -1.50  -0.17

5.
Formula: C14H22O5
Source: the OMol25 dataset
Level of theory: ωB97M-V/def2-TZVPD

## Properties
energy above the lowest of the compared OMol25 structures with the same formula, charge and spin = 279.9 kcal per mole
HOMO energy = -8.99 eV
E = -922.38689 Ha
Kohn-Sham gap = 8.77 eV

CARTESIAN COORDINATES (ANGSTROEM)
C  -1.40  2.36  -2.22
C  -2.21  2.39  -1.02
H  -1.82  3.24  -0.48
H  -3.25  2.55  -1.24
O  -2.17  1.46  -0.32
C  -0.87  1.19  0.48
C  -0.13  0.15  -0.17
C  -0.85  -1.16  -0.83
C  -1.59  -1.79  0.35
C  -2.47  -3.08  -0.07
O  -2.91  -3.76  1.06
H  -3.57  -3.05  1.32
H  -3.25  -2.72  -1.01
H  -1.66  -3.87  -0.39
H  -2.36  -1.10  0.72
H  -1.01  -2.05  1.35
H  -1.80  -0.77  -1.44
H  -0.32  -1.86  -1.14
H  0.43  0.32  -1.28
C  1.22  -0.38  0.68
C  1.89  0.92  0.95
C  1.34  2.13  1.17
O  0.04  2.23  0.67
C  1.99  3.34  1.58
O  3.31  3.25  1.57
O  1.19  4.32  1.27
H  1.56  5.26  1.51
H  2.99  0.73  1.39
C  2.18  -1.13  -0.11
C  2.07  -2.73  -0.12
C  3.35  -2.05  0.51
H  4.27  -2.00  0.00
H  3.24  -2.00  1.64
H  1.28  -3.10  0.38
H  2.33  -3.20  -1.08
H  2.65  -0.90  -1.08
H  0.90  -0.99  1.25
H  -1.10  0.70  1.72
H  -0.25  2.47  -2.09
H  -1.51  3.26  -2.82
H  -1.72  1.42  -2.66

6.
Formula: C14H23AsCdO5
Source: the OMol25 dataset
Level of theory: ωB97M-V/def2-TZVPD

## Properties
energy above the lowest of the compared OMol25 structures with the same formula, charge and spin = 12.1 kcal per mole
HOMO energy = -8.71 eV
E = -3326.97458 Ha
Kohn-Sham gap = 9.00 eV

CARTESIAN COORDINATES (ANGSTROEM)
Cd  0.33  -0.26  -0.33
O  0.04  0.86  -4.00
C  0.32  0.94  -2.82
O  -0.50  0.65  -1.86
C  1.72  1.51  -2.42
C  1.66  2.37  -1.15
C  2.96  3.18  -1.00
C  3.95  2.10  -0.52
C  3.05  0.86  -0.54
O  1.79  1.40  -0.09
C  2.77  0.44  -1.99
C  2.25  -1.03  -2.12
O  2.49  -1.64  -3.13
O  1.64  -1.51  -1.09
H  2.06  2.08  -3.29
H  0.74  2.94  -1.03
H  2.84  3.96  -0.25
H  3.27  3.64  -1.94
H  4.30  2.30  0.49
H  4.81  1.99  -1.17
H  3.36  0.04  0.12
H  3.67  0.50  -2.61
C  -1.59  -1.89  3.86
C  -2.45  -1.01  2.96
As  -1.78  -0.90  1.06
C  -3.26  0.15  0.32
C  -3.17  1.61  0.75
C  -2.19  -2.70  0.38
C  -0.93  -3.56  0.52
H  -1.95  -1.86  4.89
H  -0.55  -1.54  3.86
H  -1.60  -2.93  3.54
H  -2.46  0.01  3.35
H  -3.48  -1.38  2.92
H  -4.22  -0.29  0.61
H  -3.16  0.09  -0.77
H  -3.35  1.70  1.83
H  -3.89  2.22  0.23
H  -2.17  1.99  0.54
H  -2.46  -2.60  -0.68
H  -3.04  -3.14  0.91
H  -0.10  -3.09  -0.02
H  -1.07  -4.56  0.12
H  -0.65  -3.65  1.57

7.
Formula: C14H23BN6OZn
Source: the OMol25 dataset
Level of theory: ωB97M-V/def2-TZVPD

## Properties
energy above the lowest of the compared OMol25 structures with the same formula, charge and spin = 0.0 kcal per mole
HOMO energy = -8.83 eV
E = -2755.30338 Ha
Kohn-Sham gap = 9.47 eV

CARTESIAN COORDINATES (ANGSTROEM)
H  0.85  2.48  0.58
N  0.52  1.18  -1.05
B  0.19  0.20  -3.43
N  0.54  1.36  -2.43
C  0.83  2.64  -2.71
Zn  0.20  -0.67  -0.23
H  0.84  2.94  -3.75
C  1.02  3.31  -1.52
H  1.26  4.35  -1.41
C  0.82  2.37  -0.50
H  0.32  0.53  -4.57
C  -0.65  -1.81  1.15
H  -0.80  -1.56  2.20
H  -0.17  -2.80  1.15
H  -1.65  -1.98  0.72
N  -1.29  -0.19  -3.10
N  1.19  -0.94  -3.04
N  -1.64  -0.43  -1.79
N  1.33  -1.34  -1.72
C  -2.40  -0.19  -3.87
C  2.12  -1.56  -3.80
H  -2.30  0.03  -4.93
H  2.19  -1.38  -4.86
C  -3.49  -0.44  -3.06
C  2.88  -2.39  -2.98
C  -2.97  -0.58  -1.76
C  2.36  -2.21  -1.68
H  -4.52  -0.52  -3.36
H  3.67  -3.02  -3.29
H  -3.50  -0.79  -0.84
H  2.71  -2.69  -0.77
H  -1.16  0.66  2.05
C  1.10  -0.50  3.69
C  -0.01  0.53  3.64
C  -1.31  -0.02  4.22
C  0.45  1.78  4.36
O  -0.23  0.92  2.26
H  1.24  -0.81  4.74
H  2.05  -0.07  3.33
H  0.88  -1.39  3.10
H  -1.17  -0.35  5.25
H  -2.09  0.76  4.20
H  -1.67  -0.87  3.64
H  1.40  2.14  3.95
H  -0.28  2.59  4.29
H  0.61  1.57  5.42

8.
Formula: C14H23BeN2OP
Source: the OMol25 dataset
Level of theory: ωB97M-V/def2-TZVPD

## Properties
energy above the lowest of the compared OMol25 structures with the same formula, charge and spin = 0.0 kcal per mole
HOMO energy (spin up / spin down) = -3.19 / -3.20 eV
E = -1087.94791 Ha
Kohn-Sham gap (spin up / spin down) = 3.64 / 3.64 eV

CARTESIAN COORDINATES (ANGSTROEM)
C  -1.19  -0.42  -3.65
C  -1.83  0.57  -2.90
C  -1.30  0.99  -1.67
C  -0.10  0.45  -1.19
C  0.52  -0.56  -1.94
C  -0.01  -0.98  -3.17
C  -2.07  2.04  -0.90
C  -2.05  2.02  0.64
N  -1.26  0.88  1.24
Be  0.28  0.88  0.44
C  1.77  -1.25  -1.44
P  1.78  -1.55  0.34
H  -2.77  1.01  -3.24
H  0.52  -1.77  -3.72
H  -1.60  -0.75  -4.60
H  2.68  -0.66  -1.66
H  1.89  -2.24  -1.90
H  -1.70  3.04  -1.20
H  -3.12  2.01  -1.21
H  -1.64  2.96  1.03
C  3.50  -1.61  0.83
C  0.79  -2.95  0.84
H  -3.08  1.91  1.03
C  -2.03  -0.39  1.07
C  -1.11  1.10  2.70
H  1.03  -0.43  0.94
H  -3.02  -0.25  1.52
H  -2.15  -0.65  0.02
H  -1.50  -1.20  1.60
H  -2.12  1.18  3.15
H  -0.58  0.24  3.15
H  -0.55  2.02  2.90
H  1.33  -3.90  0.68
H  0.58  -2.86  1.92
H  -0.16  -2.97  0.29
H  3.94  -2.57  0.53
H  4.09  -0.81  0.36
H  3.58  -1.53  1.92
H  2.17  0.95  1.76
O  2.63  3.80  1.19
C  2.18  2.72  1.18
N  1.69  1.57  1.11

9.
Formula: C14H23Br2F3O7S2
Source: the OMol25 dataset
Level of theory: ωB97M-V/def2-TZVPD

## Properties
HOMO energy = -10.24 eV
E = -7317.89602 Ha
Kohn-Sham gap = 10.67 eV

CARTESIAN COORDINATES (ANGSTROEM)
O  1.21  2.47  -2.05
C  1.68  1.76  -2.86
O  2.48  0.71  -2.50
O  1.45  1.87  -4.18
C  0.08  1.51  -4.45
C  -0.27  0.05  -4.02
C  -1.28  0.06  -2.84
C  -2.75  -0.19  -3.21
F  -2.94  -0.70  -4.43
Br  -3.39  -1.59  -1.95
C  -3.69  1.07  -3.00
F  -4.24  1.04  -1.81
F  -3.04  2.21  -3.18
Br  -5.15  1.07  -4.32
H  1.92  0.16  -1.93
H  -0.14  1.61  -5.51
H  -0.55  2.24  -3.93
H  0.62  -0.48  -3.66
H  -0.61  -0.49  -4.90
H  -1.20  1.02  -2.31
H  -0.98  -0.69  -2.11
C  4.55  1.79  1.95
C  3.81  3.10  1.65
C  2.39  2.73  1.20
S  2.01  1.16  1.98
O  1.87  0.15  0.96
O  0.99  1.36  2.99
C  3.59  0.95  2.78
H  5.49  1.97  2.48
H  4.78  1.27  1.01
H  3.76  3.71  2.56
H  4.32  3.69  0.89
H  1.66  3.47  1.50
H  2.34  2.58  0.12
H  3.85  -0.11  2.81
H  3.50  1.34  3.80
C  -2.25  -1.83  3.30
C  -0.91  -2.56  3.50
C  -1.11  -4.01  3.03
S  -2.39  -3.96  1.78
O  -3.54  -4.68  2.27
O  -1.81  -4.24  0.49
C  -2.72  -2.21  1.90
H  -2.14  -0.76  3.41
H  -2.97  -2.18  4.04
H  -0.14  -2.08  2.90
H  -0.59  -2.53  4.54
H  -0.20  -4.42  2.60
H  -1.45  -4.65  3.84
H  -3.78  -2.02  1.74
H  -2.13  -1.71  1.14

10.
Formula: C14H23ClI2LaN2O2P
Source: the OMol25 dataset
Level of theory: ωB97M-V/def2-TZVPD

## Properties
HOMO energy = -14.30 eV
E = -2235.26327 Ha
charge = +2
Kohn-Sham gap = 6.42 eV

CARTESIAN COORDINATES (ANGSTROEM)
I  -2.97  -1.38  -1.32
I  -3.14  1.25  -1.08
La  1.12  -0.59  0.77
P  0.48  -0.03  -2.63
C  -0.96  0.08  -3.81
C  1.37  1.43  -3.28
H  2.40  -1.44  -3.06
H  1.59  -1.06  -4.61
H  0.90  -2.26  -3.50
C  1.43  -1.30  -3.55
H  2.29  1.55  -2.72
H  1.58  1.37  -4.36
H  -0.64  0.07  -4.87
H  -1.56  0.97  -3.57
H  0.77  2.32  -3.09
H  -1.59  -0.82  -3.69
C  -3.89  0.28  1.65
O  -4.08  -0.42  2.56
Cl  3.50  0.11  0.80
C  2.88  1.69  8.14
C  1.38  1.65  8.26
N  0.71  0.75  7.31
C  0.82  -0.70  7.68
C  0.08  -1.01  8.97
C  0.67  1.14  5.97
O  1.12  2.22  5.60
C  -0.01  0.24  4.94
C  -1.16  -0.44  5.27
C  -1.76  -1.27  4.33
C  -1.23  -1.34  3.06
N  -0.05  -0.70  2.70
C  0.53  0.14  3.65
H  3.32  0.69  8.18
H  3.31  2.34  8.92
H  3.14  2.16  7.19
H  1.08  1.32  9.26
H  0.95  2.64  8.11
H  0.41  -1.31  6.86
H  1.89  -0.98  7.80
H  -0.92  -0.60  8.90
H  -0.04  -2.10  9.07
H  0.54  -0.52  9.85
H  -1.62  -0.29  6.24
H  -2.67  -1.83  4.60
H  -1.65  -1.94  2.24
H  1.38  0.75  3.28

11.
Formula: C14H23ClIInO2P2
Source: the OMol25 dataset
Level of theory: ωB97M-V/def2-TZVPD

## Properties
energy above the lowest of the compared OMol25 structures with the same formula, charge and spin = 0.0 kcal per mole
HOMO energy (spin up / spin down) = -14.78 / -14.78 eV
E = -2327.78715 Ha
charge = +2
Kohn-Sham gap (spin up / spin down) = 5.41 / 5.05 eV

CARTESIAN COORDINATES (ANGSTROEM)
C  1.63  0.96  0.96
C  0.70  1.67  0.03
H  2.08  1.68  1.66
H  2.43  0.43  0.42
H  1.10  0.20  1.54
O  0.46  2.88  0.04
I  -0.32  0.41  -1.39
In  2.67  -3.01  0.74
P  2.68  0.33  -2.02
C  2.32  1.77  -3.09
C  4.36  0.76  -1.46
H  3.06  -1.95  -2.70
H  3.87  -0.79  -3.82
H  2.09  -1.06  -3.92
C  2.96  -1.00  -3.25
H  4.76  -0.06  -0.85
H  5.01  0.92  -2.34
H  3.21  2.03  -3.66
H  2.04  2.64  -2.47
H  4.32  1.67  -0.85
H  1.49  1.56  -3.77
C  -1.01  3.33  -1.72
O  -1.22  4.44  -1.62
Cl  2.95  -5.03  -0.46
C  -0.43  -1.55  2.79
P  -1.08  -1.21  1.11
C  -1.62  -2.86  0.55
C  -2.64  -0.33  1.47
C  -3.75  -1.00  2.01
C  -4.95  -0.30  2.22
C  -5.06  1.05  1.87
C  -3.95  1.72  1.34
C  -2.73  1.05  1.21
H  0.49  -2.16  2.72
H  -1.19  -2.08  3.38
H  -0.18  -0.60  3.27
H  -2.11  -3.41  1.36
H  -2.32  -2.75  -0.29
H  -0.74  -3.42  0.20
H  -3.68  -2.06  2.26
H  -5.81  -0.82  2.65
H  -6.01  1.58  1.99
H  -4.02  2.76  1.02
H  -1.85  1.61  0.87